(1)
DFT (wB97M-V/def2-TZVPD) results for C46H48AsN3ORh as an isolated structure.

Kohn-Sham gap (spin up / spin down): 3.398 / 5.706 eV
Energy above the lowest of the compared OMol25 structures with the same formula, charge and spin: 166.86 kJ/mol
Multiplicity: 5
Expectation value of S²: 6.0378
Total charge: -1

Each line ends with the Mulliken spin population.
Atoms and positions in Å:
Rh1 -0.19053 0.25316 0.10608  0.879
N1 1.30516 -1.36724 0.92008  -0.050
N2 2.27647 1.32288 1.38939  0.003
C1 -1.80372 1.50196 -0.05904  -0.076
C2 -1.42571 1.32361 1.31580  0.096
C3 -1.54399 -0.07923 1.62501  0.010
C4 -1.24478 -0.68604 2.95605  -0.002
H1 -0.51119 -0.07695 3.49520  0.007
H2 -0.83625 -1.69875 2.82608  0.062
H3 -2.14731 -0.75708 3.57273  0.016
C5 -1.98734 -0.74797 0.43942  -0.081
C6 -2.42205 -2.15531 0.25584  0.088
H4 -3.51694 -2.23556 0.28861  -0.001
H5 -2.00111 -2.80136 1.03424  0.050
H6 -2.09002 -2.53670 -0.71259  -0.009
C7 -2.09522 0.21684 -0.60965  0.243
C8 -2.54097 -0.09009 -2.00007  0.041
H7 -2.21179 -1.09640 -2.27233  0.002
H8 -2.10828 0.61547 -2.71221  0.002
H9 -3.63323 -0.05846 -2.10777  0.008
C9 -1.00204 2.37086 2.30088  -0.019
H10 -1.84039 2.70876 2.92317  0.003
H11 -0.57834 3.23749 1.78445  -0.003
H12 -0.23713 1.96168 2.96708  0.005
C10 -1.97356 2.77383 -0.81510  0.025
H13 -1.51642 2.67052 -1.80396  -0.004
H14 -1.50044 3.60293 -0.28920  0.003
H15 -3.03384 3.01748 -0.96202  -0.001
C11 1.37901 -2.61773 0.47219  0.049
H16 1.24124 -2.84384 -0.59059  0.016
C12 1.78327 -3.75257 1.37277  -0.064
H17 2.24959 -4.59426 0.84830  0.006
C13 2.30092 -3.35837 2.68151  0.320
H18 2.65958 -4.12173 3.35928  0.022
C14 2.35459 -2.04321 3.00904  -0.078
H19 2.76496 -1.69641 3.96057  0.007
C15 1.93463 -0.99558 2.08904  0.189
C16 2.19183 0.35458 2.37619  0.129
H20 2.66061 0.62538 3.31705  0.010
C17 1.54879 1.28532 0.22875  0.057
C18 3.05937 2.49624 1.41668  0.098
H21 3.68482 2.75891 2.25134  0.003
C19 2.86075 3.12273 0.25566  -0.054
H22 3.27702 4.03137 -0.14555  -0.002
N3 1.96142 2.36198 -0.49472  0.041
C20 1.68632 2.59297 -1.88885  0.074
C21 1.01548 3.76113 -2.27378  0.051
C22 0.68902 3.91282 -3.62697  -0.009
H23 0.10797 4.78431 -3.93576  0.001
C23 1.09846 2.98013 -4.58120  0.004
C24 0.74067 3.14024 -6.02865  0.000
H24 -0.05896 2.44735 -6.32318  0.001
H25 1.60568 2.92547 -6.66723  0.000
H26 0.39803 4.15830 -6.23447  0.000
C25 1.86224 1.88442 -4.17422  -0.024
H27 2.22684 1.17243 -4.91716  0.003
C26 2.19170 1.68880 -2.83442  -0.050
C27 3.12933 0.58978 -2.44135  0.019
H28 4.12858 0.97352 -2.18333  0.000
H29 3.25308 -0.09768 -3.28517  0.003
H30 2.75858 0.00858 -1.58793  -0.003
C28 0.62862 4.82910 -1.29711  -0.001
H31 1.36298 5.64964 -1.28334  0.002
H32 0.53183 4.45931 -0.27033  0.002
H33 -0.33158 5.27311 -1.59605  -0.001
O1 0.36293 -3.77294 1.24478  0.169
As1 -1.18547 -4.56818 2.75066  0.884
C29 -0.06514 -6.13784 2.99428  0.009
C30 0.43502 -6.84801 1.89860  0.029
C31 1.30728 -7.91935 2.11389  -0.014
C32 1.66657 -8.29209 3.41144  0.062
C33 1.21103 -7.53579 4.49771  -0.018
C34 0.37162 -6.43684 4.29818  0.150
C35 -2.61833 -3.68573 3.98868  0.202
C36 -2.37277 -3.75180 5.36091  0.093
C37 -3.28465 -3.15513 6.24809  -0.016
C38 -4.39252 -2.45286 5.74847  0.040
C39 -4.57072 -2.30711 4.36767  0.006
C40 -3.67093 -2.92056 3.48170  0.025
C41 -2.29608 -5.17329 1.27136  0.015
C42 -1.74481 -5.28202 -0.01854  0.080
C43 -2.56439 -5.56289 -1.11153  -0.028
C44 -3.94798 -5.61780 -0.94330  0.051
C45 -4.50899 -5.47404 0.32641  -0.017
C46 -3.68573 -5.33506 1.44809  -0.038
H34 0.14479 -6.58080 0.88539  0.043
H35 1.69940 -8.46172 1.25580  -0.009
H36 2.30071 -9.16364 3.57295  0.002
H37 1.51037 -7.79689 5.51087  -0.002
H38 0.06009 -5.79821 5.12659  0.072
H39 -1.47614 -4.25947 5.72314  0.079
H40 -3.12895 -3.24333 7.32572  -0.002
H41 -5.11942 -2.01490 6.43510  0.003
H42 -5.40464 -1.72790 3.96535  -0.010
H43 -3.80194 -2.78475 2.40819  0.021
H44 -0.67954 -5.11453 -0.18127  -0.002
H45 -2.10692 -5.72376 -2.08691  -0.003
H46 -4.58602 -5.79001 -1.80600  0.008
H47 -5.59072 -5.47411 0.45847  0.001
H48 -4.11235 -5.31814 2.45244  -0.005

Atoms 1-3, force components in eV/Å:
Rh 6.0 -2.5 -0.5
N -0.3 0.5 -2.0
N -0.4 0.7 -0.5



(2)
DFT (wB97M-V/def2-TZVPD) results for a 2-piece molecular cluster, C4H4Cl2 overall.

Kohn-Sham gap (spin up / spin down): 7.890 / 7.890 eV
Energy above the lowest of the compared OMol25 structures with the same formula, charge and spin: 453.18 kJ/mol
Total charge: 0

Each line ends with the natural charge from an NBO analysis.
Atoms and positions in Å:
C1 -0.38584 0.98655 -0.55635  -0.424
C2 1.09135 -0.63964 0.06930  -0.392
C3 0.21125 0.48090 0.81186  -0.134
C4 -0.34112 -0.43827 -0.20001  0.281
Cl1 -0.02676 0.88414 2.41123  0.134
Cl2 -2.20301 -2.20600 -0.45373  -0.330
H1 -1.40709 1.34079 -0.53732  0.231
H2 0.14596 1.42981 -1.40033  0.208
H3 1.73178 -0.41082 -0.78183  0.210
H4 1.18349 -1.42747 0.63719  0.217

Atoms 1-3, force components in eV/Å:
C -1.7 -0.1 0.2
C -2.1 3.4 -2.3
C -0.5 -1.7 -3.7



(3)
DFT (wB97M-V/def2-TZVPD) results for C26H23ClO4 as an isolated structure.

Kohn-Sham gap: 8.088 eV
Energy above the lowest of the compared OMol25 structures with the same formula, charge and spin: 60.51 kJ/mol
Total charge: 0

Each line ends with the natural charge from an NBO analysis.
Atoms and positions in Å:
C1 -2.15908 -2.37941 1.77733  -0.630
C2 -0.78284 -2.55512 2.36121  -0.079
O1 -0.27067 -1.21366 2.64590  -0.497
C3 1.04146 -1.06733 2.43864  0.782
C4 1.59613 0.39643 2.61830  -0.188
Cl1 2.18623 0.81780 0.97758  0.041
C5 0.50080 1.51641 2.76899  0.774
O2 0.81692 2.58666 3.28522  -0.603
O3 -0.69287 1.33780 2.20211  -0.487
C6 -1.38059 2.62291 2.25730  -0.077
C7 -2.69570 2.42477 1.56150  -0.636
O4 1.82521 -1.97840 2.10928  -0.638
H1 -2.55731 -3.31026 1.36169  0.220
H2 -2.82468 -2.04091 2.57981  0.212
H3 -2.17532 -1.64223 0.96378  0.222
H4 -0.81084 -3.07172 3.33101  0.192
H5 -0.10954 -3.08095 1.67734  0.214
H6 -1.50425 2.90730 3.32922  0.203
H7 -0.76569 3.39649 1.75199  0.199
H8 -3.13327 3.37022 1.23904  0.218
H9 -2.65002 1.79816 0.66766  0.222
H10 -3.41507 1.98167 2.25078  0.210
C8 2.89732 -0.02032 4.03407  0.190
C9 4.02299 0.39870 3.18677  -0.120
C10 4.39988 -0.42115 2.10201  -0.223
C11 5.62193 -0.20298 1.46868  -0.208
C12 6.42982 0.89501 1.82667  -0.217
C13 5.97228 1.78376 2.81866  -0.224
C14 4.76209 1.54861 3.47644  -0.162
C15 2.27694 0.83017 5.05479  -0.152
C16 1.91263 0.03083 6.16369  0.041
C17 1.34562 0.61377 7.29592  -0.242
C18 1.17215 2.00444 7.31863  -0.198
C19 1.51915 2.78926 6.20137  -0.215
C20 2.19004 2.20976 5.10585  -0.137
C21 2.35246 -1.34475 5.92846  -0.031
C22 2.96196 -1.38436 4.64236  -0.115
C23 3.71891 -2.49821 4.29884  -0.089
C24 3.76786 -3.59739 5.16710  -0.241
C25 3.09965 -3.57439 6.40324  -0.184
C26 2.35915 -2.44036 6.77844  -0.216
H11 3.67069 -1.19203 1.75829  0.265
H12 5.92844 -0.87942 0.66895  0.212
H13 7.40574 1.04307 1.35893  0.214
H14 6.56008 2.66214 3.08041  0.213
H15 4.44642 2.25069 4.25270  0.213
H16 1.07670 -0.02685 8.13512  0.211
H17 0.75522 2.47844 8.22546  0.215
H18 1.30127 3.85714 6.20830  0.215
H19 2.67332 2.83308 4.34235  0.238
H20 4.23786 -2.53547 3.35425  0.222
H21 4.33689 -4.48540 4.89624  0.217
H22 3.14375 -4.43217 7.08293  0.217
H23 1.79523 -2.38751 7.72409  0.217

Atoms 1-3, force components in eV/Å:
C -0.5 0.2 0.1
C 0.1 -0.1 0.1
O 1.0 -0.5 -0.2



(4)
DFT (wB97M-V/def2-TZVPD) results for C22H41CdN4O6P3Si as an isolated structure.

Kohn-Sham gap: 4.223 eV
Total charge: +2

Each line ends with the Löwdin charge.
Atoms and positions in Å:
C1 1.20652 -1.80453 5.23247  -0.087
N1 1.23050 -0.86955 4.08145  -0.079
C2 1.11077 -1.59460 2.81671  -0.174
C3 0.96121 -0.61938 1.68098  -0.046
C4 2.08410 0.21420 1.39581  -0.254
O1 3.27633 0.00139 2.01397  -0.069
C5 3.88108 -1.21562 1.50994  -0.154
C6 5.08548 -0.96726 0.64874  -0.125
N2 4.83124 -0.77302 -0.78416  0.028
C7 3.86766 -1.47896 -1.46562  -0.224
C8 4.10370 -1.52280 -2.96387  -0.438
C9 2.92863 -2.05094 -3.74895  -0.036
O2 4.45954 -0.22326 -3.38250  -0.003
C10 2.06021 1.24399 0.44803  -0.228
P1 3.58835 2.32123 0.31493  0.919
C11 3.66893 2.90130 -1.42276  -0.274
O3 3.17720 3.64200 1.16255  -0.256
C12 0.87173 1.35077 -0.33844  -0.351
N3 0.83124 2.30745 -1.35518  0.050
C13 -0.25537 2.34089 -2.09890  -0.387
P2 -0.11937 3.57371 -3.48072  0.713
O4 -0.63166 3.09316 -4.77155  -0.429
C14 -1.39456 1.49622 -1.87413  -0.352
P3 -2.94668 1.64597 -2.96390  0.912
C15 -3.58508 -0.02924 -2.78020  -0.248
O5 -3.95634 2.51679 -2.01477  -0.287
N4 -1.37491 0.60353 -0.91701  0.148
C16 -0.24117 0.49116 -0.14115  -0.220
C17 -0.20227 -0.47088 0.92257  -0.072
C18 -1.42460 -1.31237 1.14831  -0.085
C19 -2.67930 -0.53209 1.60904  -0.245
O6 -3.78857 -1.00578 0.88127  -0.217
Si1 -5.33949 -0.47696 1.32117  0.435
C20 -6.39239 -2.01059 1.45001  -0.149
C21 -5.34475 0.39858 2.97113  -0.151
C22 -6.09887 0.57838 -0.00637  -0.151
H1 1.93526 -1.47585 5.96227  0.085
H2 1.49027 -2.81570 4.94296  0.080
H3 0.22364 -1.80159 5.68388  0.080
H4 2.13884 -0.42737 4.10573  0.093
H5 0.28467 -2.28227 2.90501  0.114
H6 1.99550 -2.20926 2.64284  0.108
H7 4.17731 -1.76446 2.39717  0.144
H8 3.14124 -1.83359 1.00583  0.110
H9 5.78491 -1.78704 0.79023  0.139
H10 5.58983 -0.09025 1.03771  0.129
H11 4.95358 0.17851 -1.10647  0.113
H12 2.76897 -0.97963 -1.34443  0.017
H13 3.76332 -2.49674 -1.09995  0.161
H14 4.92029 -2.21390 -3.18110  0.178
H15 3.11238 -2.06274 -4.81700  0.117
H16 2.63570 -3.04203 -3.41490  0.113
H17 2.04338 -1.39242 -3.62089  0.016
H18 4.07355 -0.03293 -4.24110  0.110
H19 3.55348 2.06979 -2.11643  -0.002
H20 4.66120 3.32084 -1.54344  0.050
H21 2.93570 3.67113 -1.62795  0.017
H22 2.33155 4.01771 0.88179  0.070
H23 -0.63815 4.77195 -2.96275  0.032
H24 1.27387 3.74201 -3.49128  0.012
H25 -4.65914 0.01990 -2.64125  0.039
H26 -3.38585 -0.55993 -3.70342  0.041
H27 -3.18030 -0.57504 -1.93365  0.022
H28 -3.80870 3.45265 -2.17915  0.053
H29 -1.24202 -2.08866 1.87250  0.104
H30 -1.68421 -1.80076 0.21304  0.127
H31 -2.79460 -0.72516 2.67057  0.115
H32 -2.54636 0.53243 1.41441  0.118
H33 -6.02085 -2.74352 0.73685  0.033
H34 -6.39012 -2.44767 2.44193  0.035
H35 -7.40947 -1.79390 1.13983  0.036
H36 -6.37239 0.40378 3.32062  0.045
H37 -4.97949 1.41915 2.90783  0.036
H38 -4.74888 -0.15038 3.69367  0.030
H39 -7.15719 0.68767 0.21650  0.044
H40 -6.03863 0.07286 -0.96406  0.017
H41 -5.68302 1.57855 -0.07508  0.023
Cd1 1.50187 -0.10898 -2.01778  1.578

Atoms 1-3, force components in eV/Å:
C 0.1 0.4 -0.4
N 0.2 -0.4 0.2
C 0.3 0.3 0.5



(5)
DFT (wB97M-V/def2-TZVPD) results for a 2-piece molecular cluster, C4H12 overall.

Kohn-Sham gap: 12.653 eV
Energy above the lowest of the compared OMol25 structures with the same formula, charge and spin: 44.96 kJ/mol
SMILES: CC.CC
Total charge: 0

Each line ends with the natural charge from an NBO analysis.
Atoms and positions in Å:
C1 2.35991 0.21161 0.02221  -0.606
C2 2.02350 1.58186 -0.62279  -0.610
H1 2.98653 0.36087 0.90268  0.200
H2 1.44626 -0.28306 0.31790  0.206
H3 2.98646 -0.29040 -0.71367  0.202
H4 1.52143 1.45435 -1.58253  0.204
H5 2.85461 2.26922 -0.54716  0.208
H6 1.22476 2.04419 -0.04216  0.196
C3 -2.69642 -1.38403 0.00589  -0.625
C4 -1.65402 -0.43908 0.56393  -0.619
H7 -2.88055 -1.16322 -1.04492  0.210
H8 -2.50197 -2.42073 0.26837  0.211
H9 -3.71628 -1.26947 0.40665  0.205
H10 -1.12233 0.11888 -0.20884  0.205
H11 -0.84900 -0.92424 1.11899  0.205
H12 -2.10915 0.28409 1.24073  0.208

Atoms 1-3, force components in eV/Å:
C 0.7 1.4 -0.6
C -1.2 -0.5 1.3
H -0.1 0.0 0.1